Record 1
ORCA calculation (ωB97M-V/def2-TZVPD) on a structure of composition C28H59BNO14Ti at a distorted geometry.

XYZ file:
```
104
Properties=species:S:1:pos:R:3:mulliken_charge:R:1
Ti -0.05 -0.32 -0.37 0.86
O -2.11 -0.42 0.69 1.74
O -3.71 3.59 3.55 -0.51
O -4.40 -0.44 5.36 -0.69
O 1.36 -0.16 -4.33 -0.40
O 2.25 -0.61 0.56 0.21
O 3.82 3.72 0.69 -0.64
O -2.15 2.16 4.81 -0.46
O -2.10 3.33 0.47 -0.69
O -0.09 -1.38 -2.46 0.90
O -3.95 1.16 3.79 -0.59
O -2.23 1.16 6.82 -0.68
O -2.32 2.12 2.41 0.50
O -0.62 1.88 -1.15 1.45
O -3.95 5.18 1.98 -0.64
N 1.33 -1.13 1.54 1.15
C 0.17 -3.64 -3.11 -1.16
C -1.22 2.01 -2.40 1.19
C -1.54 -2.09 -4.13 -1.49
C 0.99 1.17 2.49 -1.80
C -3.78 0.55 4.87 0.68
C 2.79 -0.13 -4.16 0.43
C 0.39 -0.82 3.82 -0.71
C -4.37 -0.08 0.44 -1.62
C 3.08 -0.66 -2.80 -0.61
C -2.56 3.14 1.59 0.04
C -0.81 -2.47 -2.90 1.18
C -3.34 -1.07 0.95 0.52
C 3.25 -1.03 -5.34 -1.54
C 2.72 -3.38 1.84 -1.51
C 1.42 -0.29 2.77 1.32
C 3.24 2.27 -1.11 -0.45
C -3.52 4.09 2.35 0.19
C -3.31 -2.52 0.27 -1.28
C -2.68 1.35 5.65 0.50
C -1.33 3.51 -2.66 -1.62
C 1.84 4.31 -0.58 -0.95
C -2.52 1.21 -2.45 -0.63
C 0.82 -3.07 0.32 -2.28
C 0.39 -2.34 4.01 -1.09
C 2.88 -0.39 3.38 -1.38
C 0.28 -3.04 2.69 -1.28
C 1.38 -2.61 1.68 1.68
C 3.27 3.71 -0.61 0.26
B -3.06 2.28 3.64 1.02
H 0.85 1.79 3.37 0.62
H 2.74 -1.99 -5.42 0.25
H -0.12 -4.39 -3.85 0.40
H -0.74 -3.02 2.32 0.13
H 1.13 -3.29 -3.49 0.05
H -4.23 0.87 0.94 0.23
H -3.11 1.48 -3.33 0.61
H 3.60 -0.08 2.62 0.33
H 3.10 -0.59 1.01 0.10
H 2.79 2.21 -2.10 0.16
H 2.40 -0.13 -2.14 -0.44
H -0.35 3.88 -2.96 0.37
H 0.51 -4.09 2.90 0.49
H -0.39 -2.59 4.73 0.51
H 3.14 -1.36 3.80 0.29
H -4.27 -2.91 0.61 0.54
H 0.66 -0.44 4.81 0.68
H 1.14 3.77 0.06 0.08
H 4.27 -1.34 -5.14 0.41
H -0.48 1.68 -3.14 -0.34
H 1.36 4.20 -1.55 0.12
H -0.81 -1.87 -4.92 0.38
H 1.71 5.35 -0.28 0.43
H 2.78 1.59 -0.39 -0.29
H 3.16 0.86 -4.40 0.36
H -0.98 2.53 -0.55 -0.61
H -2.07 0.41 1.17 -1.16
H 4.27 1.91 -1.16 0.44
H 3.12 -3.42 2.86 0.36
H -1.73 4.10 -1.83 0.21
H 1.45 -2.73 -0.50 0.46
H 3.25 4.22 1.28 0.36
H 3.12 0.30 4.19 0.50
H 0.70 -4.16 0.36 0.68
H -1.94 3.77 -3.52 0.42
H 1.19 0.39 -5.10 0.23
H 2.76 -4.38 1.39 0.38
H 1.50 1.69 1.68 -0.11
H 0.30 -1.04 -3.27 -0.66
H 2.87 -1.72 -2.72 0.25
H 3.38 -2.75 1.25 0.32
H -3.13 1.24 -1.55 -0.08
H -0.65 -0.57 3.63 -0.56
H -1.48 -2.75 -2.08 -0.21
H 3.19 -0.44 -6.25 0.41
H -2.21 -1.23 -4.06 0.23
H -3.26 -2.41 -0.81 0.21
H -2.44 -3.06 0.64 0.17
H -2.15 -2.96 -4.36 0.49
H -0.18 -2.78 0.03 -0.35
H 4.06 -0.42 -2.38 0.53
H 0.47 -4.24 -2.25 0.23
H -3.41 -1.26 2.02 0.18
H -5.31 -0.44 0.86 0.53
H -4.47 -0.12 -0.65 0.34
H 3.92 4.22 -1.32 0.41
H -0.01 1.15 2.06 -0.17
H -2.28 0.15 -2.46 -0.44
H 1.34 -2.60 4.49 0.40
```

Its charge is 0. The spin multiplicity is 4. For the max |F|, the calculation gives 7.39 eV Å⁻¹.

Record 2
ORCA calculation (ωB97M-V/def2-TZVPD) on a cluster of 4 separate species, C28H59ClN4O13S2 in total.

XYZ file:
```
107
Properties=species:S:1:pos:R:3:mulliken_charge:R:1
Cl 3.23 2.11 -1.97 -0.24
S -3.08 -3.54 0.56 -0.22
S 4.54 -1.55 -0.72 -0.14
O 0.21 -4.85 3.92 -0.36
O 1.56 0.20 -2.57 -0.42
O 0.55 6.02 -3.54 -0.35
O -2.01 -5.51 -1.36 -0.54
O 1.49 7.59 -7.76 -0.42
O 5.15 0.80 1.61 -0.48
O -7.50 2.31 -0.99 -0.35
O -0.45 -6.45 -0.05 -0.41
O 2.03 -3.18 -1.65 -0.56
O 2.81 -5.00 -0.57 -0.37
O 1.77 -3.31 7.98 -0.35
O 3.61 -0.67 2.25 -0.53
O -4.26 -0.52 0.67 -0.39
N 2.84 7.33 -4.92 -0.30
N -4.68 1.60 -1.63 -0.28
N 3.84 -0.17 -0.02 0.07
N 2.68 -3.31 5.15 -0.22
C 1.43 6.96 -2.95 -0.79
C -0.15 -4.92 5.29 -0.66
C 0.45 6.88 -7.11 -0.51
C -5.56 -0.09 1.03 -0.63
C 3.20 8.16 -6.07 -0.70
C -1.52 -5.61 -0.28 0.31
C 2.56 -4.41 8.39 -0.69
C -2.07 -4.98 0.98 0.67
C 3.67 -2.92 0.09 0.57
C 1.36 -6.63 1.49 -1.44
C 4.16 -0.06 1.38 0.51
C 2.75 -3.67 -0.83 0.48
C -5.86 1.18 -2.38 -0.19
C 2.23 -3.42 3.77 -0.21
C -4.03 -0.70 -0.71 -0.17
C 2.25 0.62 -1.71 0.52
C 2.09 8.63 -7.00 -0.46
C -3.66 0.57 -1.47 -1.08
C 2.16 -2.16 5.88 -0.19
C -7.20 3.50 -0.30 -0.71
C 0.78 -5.82 0.36 1.22
C 1.06 4.71 -3.63 -0.69
C 2.48 -2.26 7.35 -0.78
C -6.96 2.23 -2.30 -0.79
C 1.94 7.96 -3.96 -0.21
C 1.66 -5.78 -0.88 -0.84
C 0.74 -3.60 3.51 -0.25
C 2.43 0.08 -0.31 -0.39
H 2.61 -1.25 5.47 0.30
H -6.15 3.56 0.00 0.30
H 2.54 9.30 -7.74 0.34
H 0.60 -3.56 2.42 0.18
H 2.00 -6.79 -1.10 0.30
H -0.96 -5.64 5.38 0.32
H -0.22 6.51 -7.88 0.29
H 1.06 8.43 -4.44 0.17
H -1.27 -4.74 1.69 -0.55
H 2.44 -4.16 5.64 0.18
H 1.11 -5.41 -1.75 0.40
H 2.94 -4.99 7.55 0.29
H -2.96 -2.82 1.68 0.15
H -5.65 1.00 1.05 0.20
H -3.18 -1.38 -0.78 0.29
H 0.23 4.06 -3.92 0.28
H 3.72 9.05 -5.69 0.39
H 1.32 9.20 -6.48 0.34
H 3.56 -2.38 7.50 0.42
H -4.97 1.92 -0.71 0.09
H 2.27 6.45 -2.46 0.35
H -5.58 1.05 -3.43 0.36
H 1.45 4.37 -2.67 0.34
H 2.56 -2.52 3.23 -0.21
H 0.55 -6.86 2.19 0.36
H 0.60 -4.79 0.71 -0.05
H -6.32 -0.49 0.34 0.29
H 0.83 6.02 -6.55 0.16
H 3.92 7.60 -6.66 0.38
H -3.31 0.28 -2.47 0.40
H -2.69 -5.75 1.46 0.37
H 3.09 -2.56 0.95 -0.76
H -0.11 7.52 -6.43 0.27
H -6.58 3.20 -2.62 0.41
H 5.17 1.45 0.90 0.37
H -7.76 1.93 -2.98 0.40
H 1.77 -0.78 -0.16 0.08
H 2.18 -1.32 7.84 0.40
H -7.44 4.38 -0.90 0.34
H -0.49 -3.96 5.67 0.31
H 2.41 6.48 -5.26 0.07
H 4.43 -3.59 0.49 0.56
H 2.75 -4.26 3.32 0.17
H 0.14 -2.78 3.92 0.44
H 1.06 -2.06 5.79 0.18
H -7.82 3.52 0.60 0.24
H 2.09 0.88 0.37 0.45
H 1.93 -5.05 9.00 0.24
H 2.16 -6.10 2.00 0.19
H 3.41 -4.07 8.99 0.35
H -6.28 0.23 -2.03 0.17
H 1.85 4.62 -4.38 0.29
H -2.82 1.03 -0.96 0.44
H 0.87 7.50 -2.18 0.41
H 0.68 -5.27 5.91 0.18
H 2.49 8.75 -3.44 0.37
H -5.77 -0.47 2.03 0.30
H 1.74 -7.58 1.10 0.40
H -4.88 -1.23 -1.17 0.33
```

Its charge is 0. For the max |F|, the calculation gives 0.60 eV Å⁻¹. As for the SMILES: C[C@@H](COC(=O)CSN(CC(=O)Cl)C(=O)O)OC(=O)CS.COCCNCCOC.COCCNCCOC.COCCNCCOC.

| no. | electronic energy (hartree) |
| --- | --- |
| 1 | -3084.76403 |
| 2 | -3555.83869 |